1.
{
  "formula": "C13H29AsO5Tl",
  "method": "the ωB97M-V functional and the def2-TZVPD basis",
  "charge": 3,
  "orbital_gap_ev": [7.8, 5.7],
  "molar_mass_g_mol": 544.67,
  "homo_ev": [-18.98, -18.47],
  "species": ["Tl", "C", "C", "O", "C", "C", "O", "C", "C", "O", "C", "C", "O", "C", "C", "O", "H", "H", "H", "H", "H", "H", "H", "H", "H", "H", "H", "H", "H", "H", "H", "H", "H", "H", "H", "H", "C", "As", "C", "C", "H", "H", "H", "H", "H", "H", "H", "H", "H"],
  "coordinates": [[1.036578, 0.527336, -0.228427], [0.493335, -1.686097, 3.089475], [2.127788, -2.040771, 2.606141], [2.238301, -1.906446, 1.287027], [2.083875, -3.063454, 0.414404], [0.624093, -3.296427, 0.062030], [0.017729, -2.043783, -0.221477], [-1.321164, -2.120880, -0.735929], [-2.181509, -1.110048, -0.025947], [-1.689982, 0.212354, -0.251044], [-2.470459, 1.198069, 0.441192], [-1.594858, 2.377670, 0.811704], [-0.382711, 1.977469, 1.456423], [-0.396731, 1.830460, 2.873105], [-0.658407, 0.409798, 3.326245], [0.151555, -0.515461, 2.541856], [0.484996, -1.722807, 4.180025], [0.026926, -2.548007, 2.603986], [2.295556, -3.043042, 3.006166], [2.663209, -1.246909, 3.129699], [2.515414, -3.939239, 0.899263], [2.670544, -2.808314, -0.464507], [0.090468, -3.806805, 0.871003], [0.602291, -3.959380, -0.808155], [-1.746528, -3.111754, -0.562558], [-1.289811, -1.946563, -1.813848], [-2.166159, -1.316412, 1.050631], [-3.214511, -1.202457, -0.373515], [-2.927174, 0.749456, 1.327615], [-3.284348, 1.543935, -0.201700], [-2.154385, 3.069014, 1.445248], [-1.288666, 2.928295, -0.079363], [-1.164176, 2.463613, 3.326358], [0.572382, 2.181920, 3.226977], [-1.689115, 0.100442, 3.144017], [-0.440756, 0.292703, 4.390059], [-0.418483, 0.081074, -6.161833], [-0.755695, 1.397089, -4.801418], [-2.448534, 2.253413, -5.115195], [0.652922, 2.708976, -4.816068], [-0.360440, 0.630409, -7.106047], [-1.237970, -0.632412, -6.202925], [0.527390, -0.421333, -5.975128], [-2.354327, 2.765255, -6.077202], [-2.656011, 2.980981, -4.334466], [-3.237950, 1.507728, -5.171349], [0.547611, 3.255715, -5.757483], [1.621683, 2.215908, -4.788540], [0.542612, 3.402620, -3.986126]],
  "atomic_forces_ev_per_a": [[-0.1, 0.0, 0.1], [-0.1, 0.0, 0.1], [0.3, -0.1, 0.1], [-0.1, 0.0, 0.1], [0.0, 0.0, 0.0], [0.0, 0.0, 0.0], [0.1, 0.0, 0.0], [0.0, 0.0, 0.0], [0.0, 0.0, 0.0], [0.1, 0.0, 0.1], [-0.1, 0.0, 0.0], [0.0, 0.0, 0.0], [0.0, -0.1, 0.1], [0.1, 0.1, 0.0], [0.0, 0.0, 0.0], [-0.1, 0.0, -0.1], [0.0, 0.0, 0.0], [0.0, 0.0, -0.1], [-0.1, 0.0, 0.0], [0.0, 0.0, 0.0], [0.0, 0.0, 0.0], [0.0, 0.0, 0.0], [0.0, 0.0, 0.0], [0.0, 0.0, 0.0], [0.0, 0.0, 0.0], [0.0, 0.0, 0.0], [0.0, 0.0, 0.0], [0.0, 0.0, 0.0], [0.1, 0.0, 0.0], [0.0, 0.0, 0.0], [0.0, 0.0, 0.0], [0.0, 0.0, 0.0], [0.0, 0.1, 0.0], [0.0, -0.1, 0.0], [0.0, 0.0, 0.0], [0.0, 0.0, 0.0], [0.0, 0.0, 0.0], [0.0, 0.2, -0.4], [0.0, 0.0, 0.0], [0.0, 0.0, 0.0], [0.0, 0.0, 0.0], [0.0, 0.0, 0.0], [0.0, 0.0, 0.0], [0.0, 0.0, 0.0], [0.0, 0.0, 0.0], [0.0, 0.0, 0.0], [0.0, 0.0, 0.0], [0.0, 0.0, 0.0], [0.0, 0.0, 0.0]]
}



2.
{
  "formula": "C5H15N2",
  "method": "the ωB97M-V functional and the def2-TZVPD basis",
  "e_above_lowest_kcal_mol": 34.9,
  "charge": 1,
  "smiles": "NCCCCC[NH3+]",
  "orbital_gap_ev": 8.7,
  "molar_mass_g_mol": 103.19,
  "homo_ev": -12.31,
  "species": ["N", "C", "C", "C", "C", "C", "N", "H", "H", "H", "H", "H", "H", "H", "H", "H", "H", "H", "H", "H", "H", "H"],
  "coordinates": [[-0.840990, -1.876083, -0.918814], [-0.455912, -1.931061, 0.463621], [-0.941268, -0.691895, 1.323592], [-1.288814, 0.505159, 0.491306], [-0.309344, 1.085308, -0.556298], [1.019256, 1.538799, 0.079120], [2.268147, 1.180769, -0.795349], [-0.583006, -2.664978, -1.507061], [-1.840602, -1.879470, -1.142395], [0.622921, -2.010207, 0.484409], [-0.704122, -2.920839, 0.960633], [-1.808489, -1.064373, 1.876029], [-0.220276, -0.487027, 2.151326], [-1.504262, 1.330836, 1.157876], [-2.211410, 0.309344, -0.082341], [-0.000600, 0.499301, -1.431155], [-0.900716, 1.918251, -0.974202], [1.272895, 1.258147, 1.103832], [0.925204, 2.639746, 0.131836], [2.177491, 0.203970, -1.087444], [3.017028, 1.270530, -0.112286], [2.306870, 1.785773, -1.616235]],
  "atomic_forces_ev_per_a": [[-1.1, 0.0, -1.9], [0.1, -1.1, 1.3], [0.8, -2.0, 0.1], [-0.4, 0.1, -1.1], [0.5, -0.1, 0.3], [-0.6, 1.8, -0.4], [-1.8, 0.0, 1.4], [0.8, -0.1, 0.6], [0.1, 0.4, 0.9], [0.6, 0.4, -0.1], [-0.3, 1.2, -0.2], [-0.2, 0.5, -0.2], [-0.2, 0.0, -0.8], [-0.3, 0.3, 0.2], [0.2, 0.1, 0.4], [-0.8, -0.6, 0.4], [0.8, 0.1, 0.1], [-0.3, -0.7, -0.3], [0.8, -0.4, -0.2], [0.1, 0.1, 0.0], [0.7, 0.2, -0.8], [0.5, 0.0, 0.2]]
}



| no. | F_max (eV Å⁻¹) |
| --- | --- |
| 1 | 0.5 |
| 2 | 2.3 |